[1]
DFT (ωB97M-V with the def2-TZVPD basis set) results for a molecular structure, C24H35ClCrN3O2Se.

Cartesian coordinates (Å):
Cr1 0.18 -0.08 -0.20
C1 -0.10 -2.24 0.29
C2 1.25 -1.94 0.65
C3 1.93 -1.52 -0.51
C4 1.01 -1.58 -1.61
C5 -0.22 -2.07 -1.12
C6 -1.41 -2.42 -1.96
C7 1.36 -1.37 -3.05
C8 3.40 -1.25 -0.63
C9 1.86 -2.22 1.99
C10 -1.13 -2.84 1.19
H1 -2.30 -2.53 -1.35
H2 -1.22 -3.36 -2.47
H3 -1.60 -1.66 -2.72
H4 2.19 -0.67 -3.17
H5 0.51 -0.97 -3.60
H6 1.65 -2.32 -3.50
H7 3.88 -2.10 -1.14
H8 3.86 -1.14 0.35
H9 3.61 -0.36 -1.22
H10 1.32 -1.75 2.81
H11 2.89 -1.89 2.02
H12 1.84 -3.30 2.17
H13 -2.12 -2.45 0.98
H14 -0.91 -2.63 2.24
H15 -1.15 -3.93 1.07
C11 -1.35 2.22 1.19
N1 -0.28 1.26 1.56
C12 -0.84 0.37 2.60
C13 0.80 2.12 2.14
C14 1.96 1.49 2.88
N2 2.97 0.82 2.09
C15 3.64 1.77 1.20
C16 3.97 0.26 2.99
H16 -1.54 2.90 2.03
H17 -2.27 1.68 0.98
H18 -1.05 2.80 0.32
H19 -1.13 0.95 3.49
H20 -0.10 -0.37 2.89
H21 -1.71 -0.13 2.19
H22 0.31 2.76 2.89
H23 1.15 2.78 1.35
H24 1.59 0.78 3.63
H25 2.41 2.32 3.45
H26 4.14 2.57 1.77
H27 2.94 2.23 0.51
H28 4.39 1.26 0.60
H29 4.47 1.04 3.59
H30 4.74 -0.26 2.42
H31 3.51 -0.45 3.68
Cl1 -6.75 1.89 -4.87
C17 -5.59 1.38 -3.69
C18 -4.24 1.63 -3.91
C19 -3.31 1.23 -2.96
C20 -3.73 0.58 -1.80
C21 -5.08 0.35 -1.59
C22 -6.02 0.75 -2.53
C23 -2.74 0.13 -0.78
O1 -3.12 -0.41 0.26
O2 -1.51 0.41 -1.05
H32 -3.93 2.13 -4.82
H33 -2.26 1.41 -3.12
H34 -5.39 -0.16 -0.69
H35 -7.08 0.57 -2.38
Se1 0.92 1.90 -1.69
C24 2.71 1.84 -2.04
N3 3.85 1.81 -2.26

Computed properties:
spin multiplicity: 4
DFT total energy: -140313.81921 eV
HOMO (alpha / beta): -8.27 / -8.41 eV
energy relative to the best compared isomer or geometry (same formula, charge and spin): 0.0 kcal/mol

Here are the natural (NBO) charges for atoms 1 to 2, given in e: 1.390, -0.165

---

[2]
DFT (ωB97M-V with the def2-TZVPD basis set) results for a single C4H6N4 molecule at a distorted geometry.

Cartesian coordinates (Å):
C1 -2.05 -0.47 -0.18
N1 -1.39 -1.56 0.04
C2 -0.08 -1.08 0.23
N2 1.04 -1.58 -0.08
N3 1.90 -0.56 -0.01
C3 1.22 0.70 -0.13
C4 -0.08 0.36 0.43
N4 -1.34 0.70 -0.10
H1 -3.15 -0.39 -0.28
H2 2.79 -0.72 -0.39
H3 1.25 0.94 -1.22
H4 1.73 1.55 0.37
H5 -0.01 0.54 1.49
H6 -1.82 1.56 -0.17

Computed properties:
DFT total energy: -10203.50806 eV
SMILES string: C1=NC2=NNC[C@H]2N1
HOMO: -7.54 eV
energy relative to the best compared isomer or geometry (same formula, charge and spin): 56.1 kcal/mol

Here are the natural (NBO) charges for atoms 1 to 2, given in e: 0.271, -0.473

---

Copy entry 1 word for word.
DFT (ωB97M-V with the def2-TZVPD basis set) results for a molecular structure, C24H35ClCrN3O2Se.

Cartesian coordinates (Å):
Cr1 0.18 -0.08 -0.20
C1 -0.10 -2.24 0.29
C2 1.25 -1.94 0.65
C3 1.93 -1.52 -0.51
C4 1.01 -1.58 -1.61
C5 -0.22 -2.07 -1.12
C6 -1.41 -2.42 -1.96
C7 1.36 -1.37 -3.05
C8 3.40 -1.25 -0.63
C9 1.86 -2.22 1.99
C10 -1.13 -2.84 1.19
H1 -2.30 -2.53 -1.35
H2 -1.22 -3.36 -2.47
H3 -1.60 -1.66 -2.72
H4 2.19 -0.67 -3.17
H5 0.51 -0.97 -3.60
H6 1.65 -2.32 -3.50
H7 3.88 -2.10 -1.14
H8 3.86 -1.14 0.35
H9 3.61 -0.36 -1.22
H10 1.32 -1.75 2.81
H11 2.89 -1.89 2.02
H12 1.84 -3.30 2.17
H13 -2.12 -2.45 0.98
H14 -0.91 -2.63 2.24
H15 -1.15 -3.93 1.07
C11 -1.35 2.22 1.19
N1 -0.28 1.26 1.56
C12 -0.84 0.37 2.60
C13 0.80 2.12 2.14
C14 1.96 1.49 2.88
N2 2.97 0.82 2.09
C15 3.64 1.77 1.20
C16 3.97 0.26 2.99
H16 -1.54 2.90 2.03
H17 -2.27 1.68 0.98
H18 -1.05 2.80 0.32
H19 -1.13 0.95 3.49
H20 -0.10 -0.37 2.89
H21 -1.71 -0.13 2.19
H22 0.31 2.76 2.89
H23 1.15 2.78 1.35
H24 1.59 0.78 3.63
H25 2.41 2.32 3.45
H26 4.14 2.57 1.77
H27 2.94 2.23 0.51
H28 4.39 1.26 0.60
H29 4.47 1.04 3.59
H30 4.74 -0.26 2.42
H31 3.51 -0.45 3.68
Cl1 -6.75 1.89 -4.87
C17 -5.59 1.38 -3.69
C18 -4.24 1.63 -3.91
C19 -3.31 1.23 -2.96
C20 -3.73 0.58 -1.80
C21 -5.08 0.35 -1.59
C22 -6.02 0.75 -2.53
C23 -2.74 0.13 -0.78
O1 -3.12 -0.41 0.26
O2 -1.51 0.41 -1.05
H32 -3.93 2.13 -4.82
H33 -2.26 1.41 -3.12
H34 -5.39 -0.16 -0.69
H35 -7.08 0.57 -2.38
Se1 0.92 1.90 -1.69
C24 2.71 1.84 -2.04
N3 3.85 1.81 -2.26

Computed properties:
spin multiplicity: 4
DFT total energy: -140313.81921 eV
HOMO (alpha / beta): -8.27 / -8.41 eV
energy relative to the best compared isomer or geometry (same formula, charge and spin): 0.0 kcal/mol

Here are the natural (NBO) charges for atoms 1 to 2, given in e: 1.390, -0.165

---

> Among the records above, which one has the lowest energy relative to the best compared isomer or geometry (same formula, charge and spin)?

C24H35ClCrN3O2Se

---

> Look up the DFT total energy of the first one.

-140313.81921 eV

---

> Among the records above, which one has the highest energy relative to the best compared isomer or geometry (same formula, charge and spin)?

C4H6N4